{
  "formula": "C36H25N6O2PPtS3",
  "method": "ωB97M-V/def2-TZVPD",
  "multiplicity": 5,
  "s2": 6.05,
  "gap_ev": [7.51, 5.40],
  "e_lumo_ev": [-0.223, -2.603],
  "charge": 0,
  "symbols": ["C", "H", "H", "H", "C", "H", "N", "C", "C", "C", "H", "C", "C", "H", "H", "H", "C", "C", "O", "C", "N", "H", "H", "H", "C", "H", "H", "C", "H", "H", "C", "C", "C", "C", "N", "C", "C", "C", "H", "S", "H", "C", "C", "H", "P", "C", "N", "C", "C", "C", "H", "C", "Pt", "S", "C", "C", "C", "S", "N", "C", "H", "O", "C", "H", "C", "C", "C", "N", "H", "H", "C", "H", "C", "H"],
  "positions_angstrom": [[-2.36, -1.94, 2.30], [-2.84, -2.90, 4.15], [1.63, 1.05, 5.09], [-2.42, -1.96, -5.48], [1.84, -3.45, -0.03], [-3.90, -0.63, -1.69], [1.22, 0.49, 0.79], [-2.18, 2.11, -1.16], [-1.83, -1.16, -1.76], [0.57, -1.72, -1.99], [4.69, 6.14, -0.87], [1.46, 0.36, 4.28], [-3.09, -1.00, -2.30], [0.92, -2.87, 3.48], [2.17, -2.80, -4.79], [-1.69, -5.49, 0.94], [-3.32, 2.53, 0.91], [1.26, 4.20, 1.17], [-2.65, 0.32, 0.39], [3.07, 5.22, -0.05], [3.87, 6.30, -0.31], [-3.76, 4.57, 1.33], [0.52, 4.22, 1.96], [2.05, 6.15, 1.58], [1.28, 0.05, 2.06], [-1.39, -3.54, -0.54], [2.61, -2.19, -2.48], [2.11, 5.27, 0.97], [-2.40, -5.17, 3.29], [-1.77, 3.81, -2.37], [1.26, -1.00, 4.51], [-2.21, 3.46, -1.45], [-2.72, 1.65, 0.03], [-2.29, -4.31, 2.63], [1.46, 0.88, 3.08], [-1.95, -2.11, 0.98], [1.35, -2.45, -4.18], [1.08, -1.80, 3.40], [3.96, 7.00, 0.41], [0.16, 1.75, 0.50], [-3.74, 2.17, 1.84], [2.30, 3.01, -0.64], [-2.77, 4.36, -0.55], [-1.72, 1.41, -1.84], [-1.47, -0.70, -0.04], [1.59, -2.10, -2.84], [1.10, -1.29, 2.18], [-0.73, -1.60, -2.54], [3.16, 4.07, -0.85], [-2.27, -1.74, -4.43], [1.24, -1.42, 5.51], [-3.33, 3.88, 0.62], [0.85, -1.57, 0.02], [1.33, -4.65, -1.20], [3.56, -1.76, 0.54], [-1.70, -3.40, 0.49], [-3.31, -1.29, -3.65], [1.45, -4.40, 1.44], [5.20, -4.50, -0.61], [3.24, -3.01, 0.01], [-2.75, 5.42, -0.77], [-0.60, 2.02, 1.71], [0.08, -2.39, -4.70], [-0.12, -2.70, -5.71], [-2.53, -3.04, 3.12], [4.31, -3.83, -0.33], [1.36, 3.08, 0.37], [3.92, -0.75, 0.99], [3.90, 4.03, -1.63], [-2.53, -0.94, 2.68], [-1.89, -4.49, 1.32], [2.37, 2.12, -1.25], [-0.98, -1.91, -3.91], [-4.29, -1.15, -4.07]]
}

{
  "formula": "C36H26Br2F3FeN3O5SSb",
  "method": "ωB97M-V/def2-TZVPD",
  "multiplicity": 6,
  "s2": 8.77,
  "gap_ev": [3.79, 6.89],
  "e_lumo_ev": [4.037, 4.032],
  "charge": -2,
  "symbols": ["Br", "C", "C", "C", "H", "H", "C", "H", "C", "C", "C", "H", "C", "H", "H", "H", "C", "O", "C", "H", "Br", "C", "C", "C", "H", "F", "C", "C", "C", "H", "H", "C", "C", "H", "C", "O", "C", "C", "C", "H", "H", "C", "C", "C", "H", "H", "C", "C", "Fe", "C", "N", "C", "O", "H", "O", "C", "H", "C", "C", "H", "H", "N", "N", "O", "H", "C", "H", "H", "C", "F", "H", "H", "Sb", "S", "C", "H", "F", "C"],
  "positions_angstrom": [[-6.36, -3.24, 1.91], [3.79, 2.03, -2.39], [-2.57, 4.88, 1.09], [-1.71, 2.66, 1.17], [-3.07, 1.27, -2.53], [1.61, -0.21, 3.79], [-3.00, 1.97, -4.54], [-0.74, -2.28, -1.26], [-2.36, 3.72, 1.80], [3.63, -2.33, 0.18], [-1.53, 3.96, -0.84], [-4.06, 1.87, -4.72], [-3.74, -2.52, 2.79], [3.00, 0.04, 2.74], [4.96, -2.24, -1.47], [4.39, -3.35, 3.23], [4.61, -3.14, 2.19], [0.69, 0.38, 1.38], [3.16, 3.84, -0.93], [3.43, 4.76, -0.43], [-3.90, -6.13, -0.81], [1.59, 2.05, -1.37], [-1.05, 1.79, -3.08], [-2.56, -1.80, 2.68], [2.34, 0.49, -2.65], [5.28, 3.80, -1.95], [-0.81, 2.60, -5.36], [5.98, -2.98, 0.26], [2.18, 0.55, 3.24], [-0.20, 2.98, -6.17], [-3.85, -3.25, 3.58], [-2.18, -3.81, -1.02], [4.06, 3.22, -1.76], [-2.35, 5.96, -0.74], [1.29, 1.19, 2.20], [-0.26, -1.68, 3.28], [-4.72, -2.27, 1.86], [-0.97, -4.21, 1.40], [-1.41, -2.08, 3.65], [-2.28, -5.83, 1.73], [6.66, -3.69, 2.20], [-2.73, -4.78, -0.13], [1.92, 3.25, -0.74], [-2.42, 1.64, -3.31], [-2.61, -3.66, -2.00], [-1.50, 1.77, 1.73], [2.55, 1.45, -2.18], [5.84, -3.31, 1.61], [0.73, -1.69, 1.39], [-2.45, -0.87, 1.66], [3.55, -2.67, 1.51], [-1.29, 2.76, -0.16], [-1.70, -2.63, 4.72], [2.57, 1.31, 3.92], [2.43, -2.54, 2.19], [-4.54, -1.32, 0.87], [-0.45, -4.34, 2.34], [-2.17, 2.45, -5.53], [4.89, -2.50, -0.43], [-5.31, -1.13, 0.13], [-1.21, 4.07, -1.87], [-0.54, -3.16, 0.62], [-3.41, -0.62, 0.77], [1.16, 2.41, 2.15], [4.54, 1.56, -3.02], [-2.17, 5.03, -0.22], [0.80, 2.41, -3.97], [1.21, 3.71, -0.06], [-0.27, 2.27, -4.12], [-3.21, 5.92, 1.70], [-2.68, 3.64, 2.83], [6.93, -3.10, -0.25], [-0.32, 1.10, -1.12], [2.26, -1.76, -0.65], [-1.13, -3.05, -0.61], [-1.53, -0.31, 1.55], [-2.72, 2.78, -6.74], [-2.00, -5.03, 1.07]]
}

no.,molecular weight (g/mol),E (hartree),maximum force (eV/A)
1,895.89,-3520.932976,1.8
2,1007.09,-9277.805566,0.2